Run i
DFT (wB97M-V/def2-TZVPD) results for a gas-phase ion, C5H10NO2 (charge +1).

Calculated values
Kohn-Sham gap, eV: 11.84
Total charge: +1

Cartesian coordinates (Å):
O: -1.02 -1.90 1.70
O: -1.56 0.19 2.34
N: -0.22 -0.94 -0.61
C: -0.85 -0.55 1.75
C: 0.50 1.16 0.40
C: 0.09 0.14 -1.72
C: 0.25 -0.26 0.73
C: 0.93 1.24 -1.08
H: -0.94 0.49 -1.96
H: 0.50 -0.40 -2.56
H: 0.71 2.25 -1.47
H: 1.21 -0.73 0.94
H: 0.34 -1.79 -0.57
H: 1.22 1.71 1.01
H: -0.39 1.78 0.58
H: 1.97 1.04 -1.29
H: -1.53 -2.25 2.43
H: -1.20 -1.20 -0.60

***

Run ii
DFT (wB97M-V/def2-TZVPD) results for a gas-phase ion, C5H10NO2 (charge +1).

Calculated values
Kohn-Sham gap, eV: 8.98
Total charge: +1

Cartesian coordinates (Å):
O: -2.62 0.68 0.35
O: -1.27 -0.77 -1.30
N: 0.96 1.29 -0.77
C: -0.74 -0.59 -0.17
C: 1.92 0.63 0.02
C: -1.36 0.32 0.82
C: 0.49 -1.46 0.10
C: 1.69 -0.65 0.37
H: 0.32 -2.23 0.80
H: -3.23 -0.03 0.31
H: 0.63 2.11 -0.27
H: 0.51 -2.05 -0.82
H: 2.88 1.16 0.35
H: -1.88 0.03 -1.32
H: 2.64 -1.12 0.75
H: -0.82 1.26 0.77
H: 1.26 1.65 -1.72
H: -1.39 -0.22 1.73

***

Winner for stability: run i

***

Run i
DFT (wB97M-V/def2-TZVPD) results for 2 unconnected molecules or ions with the total composition C4H9NO4.

Calculated values
Kohn-Sham gap, eV: 10.27
Total charge: 0

Cartesian coordinates (Å):
O: -4.90 5.08 0.91
O: -2.08 2.55 -1.47
O: -2.50 4.10 0.95
O: -7.93 2.39 -0.22
N: -3.14 1.92 1.17
C: -3.38 3.25 0.87
C: -7.13 3.29 -0.12
C: -4.85 3.68 0.92
C: -5.64 3.10 -0.27
H: -4.07 5.37 1.32
H: -5.29 3.31 1.86
H: -3.00 1.69 2.15
H: -3.62 1.17 0.68
H: -7.47 4.33 0.07
H: -5.44 2.03 -0.41
H: -2.05 1.80 -0.72
H: -5.34 3.64 -1.18
H: -1.22 2.97 -1.42

***

Run ii
DFT (wB97M-V/def2-TZVPD) results for 2 unconnected molecules or ions with the total composition C4H9NO4.

Calculated values
Kohn-Sham gap, eV: 10.55
Total charge: 0

Cartesian coordinates (Å):
O: 0.24 -0.63 1.75
O: 1.30 0.03 -0.54
O: 1.72 -2.62 -1.12
O: -1.69 -1.15 0.80
N: -1.57 2.19 1.08
C: 1.64 0.73 -1.73
C: -0.53 -0.85 0.70
C: 0.58 -2.23 -1.07
C: 0.21 -0.81 -0.64
H: -2.32 2.43 0.43
H: -0.84 2.89 0.95
H: -0.28 -2.88 -1.35
H: -0.54 -0.44 -1.37
H: 1.96 0.04 -2.51
H: 2.46 1.41 -1.48
H: 1.15 -0.45 1.43
H: 0.77 1.31 -2.08
H: -1.94 2.31 2.02

***

Winner for stability: run ii

***

Run i
DFT (wB97M-V/def2-TZVPD) results for C3H8N2O2S in the gas phase.

Calculated values
Kohn-Sham gap, eV: 9.32
Total charge: 0

Cartesian coordinates (Å):
S: 1.09 0.80 0.18
O: -0.41 0.27 -0.19
O: 1.86 0.46 -0.98
N: 1.74 0.34 1.50
N: 0.28 -1.70 0.43
C: -1.49 -1.77 -1.21
C: -0.53 -1.02 -0.25
C: 0.57 2.50 0.55
H: -0.49 2.55 0.25
H: 1.13 3.36 0.11
H: -1.33 -1.92 -2.28
H: 0.58 2.45 1.58
H: -1.84 -2.72 -0.73
H: 0.86 0.27 1.98
H: 0.43 -2.72 0.34
H: -2.45 -1.15 -1.29

***

Run ii
DFT (wB97M-V/def2-TZVPD) results for 3 unconnected molecules or ions with the total composition C3H8N2O2S.

Calculated values
Kohn-Sham gap, eV: 9.79
Total charge: 0

Cartesian coordinates (Å):
S: 0.73 -1.06 0.30
O: 1.18 -0.17 -1.94
O: -0.82 -1.69 -0.13
N: 0.59 0.03 1.21
N: 0.05 2.14 -0.69
C: -0.67 -2.89 -0.81
C: -0.18 2.31 0.41
C: -0.49 2.52 1.79
H: -1.32 3.29 1.87
H: -0.19 -2.64 -1.77
H: 0.83 0.71 -1.81
H: -0.54 1.56 2.35
H: 0.37 3.00 2.33
H: 2.16 -0.19 -1.91
H: -1.67 -3.40 -0.76
H: -0.04 -3.53 -0.43

***

Winner for stability: run ii

***

Run i
DFT (wB97M-V/def2-TZVPD) results for a molecular structure, C3H8N2O2S.

Calculated values
Kohn-Sham gap (spin up / spin down), eV: 9.38 / 9.38
Total charge: 0

Cartesian coordinates (Å):
S: 1.04 0.18 -0.92
O: 1.61 -1.08 -1.34
O: 1.86 1.33 -1.00
N: 0.03 0.04 1.05
N: -0.29 0.44 -1.79
C: -1.15 -0.68 -2.12
C: 0.71 1.02 1.81
C: 1.22 -0.35 1.77
H: 0.91 -1.00 2.53
H: 0.26 1.52 2.71
H: -0.91 1.16 -1.51
H: 1.18 1.84 1.40
H: -1.83 -0.56 -2.89
H: 2.21 -0.57 1.29
H: -0.64 -1.64 -2.24
H: -1.87 -1.10 -1.24

***

Run ii
DFT (wB97M-V/def2-TZVPD) results for a molecular structure, C3H8N2O2S.

Calculated values
Kohn-Sham gap (spin up / spin down), eV: 7.90 / 7.90
Total charge: 0

Cartesian coordinates (Å):
S: 1.92 -0.03 -0.24
O: 2.64 0.48 0.95
O: 2.65 -1.04 -0.99
N: -0.58 -1.26 0.54
N: 0.85 0.70 -1.07
C: 0.70 -1.49 0.84
C: 0.55 1.88 -0.30
C: -1.12 -1.20 -0.71
H: -0.61 1.79 -0.07
H: 0.98 2.80 -0.67
H: 1.24 -2.23 0.33
H: 1.00 1.82 0.71
H: -2.12 -0.81 -0.83
H: 1.03 -1.52 1.88
H: -1.02 -0.79 1.36
H: -0.46 -1.66 -1.49

***

Winner for stability: run i

***

Run i
DFT (wB97M-V/def2-TZVPD) results for a molecular structure, C52H46CaCl4N4Si2Te2.

Calculated values
Kohn-Sham gap (spin up / spin down), eV: 4.08 / 4.09
Total charge: -2

Cartesian coordinates (Å):
Te: -3.73 2.95 -1.65
Te: -3.74 -0.02 -1.35
Ca: -1.38 1.99 -0.23
Cl: 6.84 4.12 3.38
Cl: 6.86 -5.33 -2.49
Cl: 5.34 8.84 -3.15
Cl: -2.62 -5.38 6.18
Si: -3.40 -3.32 -2.11
Si: -6.30 0.28 0.77
N: 1.22 3.82 -0.36
N: 2.36 1.32 -1.42
N: 0.76 -1.04 0.26
N: -0.33 0.81 1.58
C: 3.29 2.31 3.18
C: 2.60 3.01 2.17
C: 1.14 2.66 0.21
C: 1.00 1.57 -0.87
C: -7.10 -1.29 0.02
C: -2.14 -4.29 4.91
C: -0.99 -4.55 4.20
C: 3.09 0.15 -1.45
C: 0.38 1.27 3.69
C: 4.62 5.01 -2.25
C: -0.76 -0.18 2.41
C: 5.20 -3.99 -0.82
C: -4.43 0.37 0.69
C: 3.22 4.88 -2.39
C: 5.20 3.72 2.93
C: 4.36 0.50 -1.97
C: -0.09 -1.91 0.84
C: -1.33 -2.51 2.93
C: 3.08 2.35 -2.01
C: -7.13 1.71 -0.19
C: 1.15 3.56 -1.75
C: 2.72 -1.19 -1.19
C: 5.26 6.21 -2.47
C: 3.27 4.10 1.58
C: 1.37 2.48 1.62
C: 4.20 -2.38 -2.85
C: 2.50 6.06 -2.69
C: 0.40 2.38 -1.99
C: 4.24 -3.04 -0.55
C: -2.91 -3.16 4.65
C: -4.82 -3.09 -3.38
C: -0.43 0.18 3.77
C: -6.87 0.40 2.60
C: 2.52 3.66 -2.23
C: 4.35 1.83 -2.32
C: -0.59 -3.67 3.22
C: 3.73 -2.20 -1.55
C: 4.56 4.45 1.95
C: -0.85 -1.52 1.98
C: -1.74 -2.89 -2.95
C: -3.39 -5.17 -1.64
C: 3.14 7.26 -2.89
C: 1.58 -1.73 -0.54
C: 0.13 -3.23 0.30
C: 5.65 -4.13 -2.13
C: 0.50 1.60 2.29
C: 1.19 -3.12 -0.56
C: 4.52 7.33 -2.83
C: -3.68 -2.20 -0.64
C: 4.57 2.66 3.55
C: -2.50 -2.28 3.67
C: 5.15 -3.34 -3.15
H: 1.64 -3.89 -1.15
H: -4.65 -3.65 -4.29
H: -6.51 1.31 3.05
H: -3.08 -1.40 3.48
H: -1.75 -1.86 -3.32
H: -3.95 -0.40 1.29
H: 5.51 -3.48 -4.16
H: 5.19 -0.17 -2.08
H: 5.15 2.36 -2.79
H: -6.80 2.68 0.17
H: 0.84 1.80 4.51
H: 2.79 4.65 0.80
H: 0.60 0.61 -0.56
H: -6.89 1.66 -1.24
H: 5.06 5.27 1.45
H: 5.20 4.18 -1.89
H: -3.26 -5.82 -2.50
H: 0.33 -3.85 2.69
H: -8.18 -1.19 -0.01
H: 2.57 8.16 -3.10
H: -2.60 -5.38 -0.93
H: 0.43 1.96 -2.99
H: -4.07 1.34 1.04
H: -4.92 -2.04 -3.65
H: -0.70 -0.37 4.65
H: 5.09 2.08 4.31
H: -4.59 -2.45 -0.10
H: -2.86 -2.27 0.07
H: -7.95 0.38 2.68
H: -3.81 -2.98 5.22
H: 6.33 6.28 -2.35
H: 3.89 -2.90 0.46
H: 3.81 -1.75 -3.64
H: 1.42 6.01 -2.72
H: -4.33 -5.45 -1.16
H: -0.47 -4.10 0.50
H: 5.61 -4.61 -0.04
H: -6.87 -2.19 0.60
H: -6.76 -1.46 -0.99
H: -6.48 -0.43 3.18
H: -8.21 1.67 -0.09
H: 2.84 1.44 3.62
H: -5.76 -3.41 -2.95
H: -1.53 -3.54 -3.79
H: -0.40 -5.43 4.42
H: -0.93 -2.98 -2.24

***

Run ii
DFT (wB97M-V/def2-TZVPD) results for a molecular structure, C52H46CaCl4N4Si2Te2.

Calculated values
Kohn-Sham gap, eV: 4.40
Total charge: -2

Cartesian coordinates (Å):
Te: -1.95 -3.14 3.38
Te: -1.52 1.47 -0.30
Ca: 0.17 -1.86 1.45
Cl: 9.66 -0.84 0.90
Cl: -0.30 4.95 8.26
Cl: -8.99 0.20 0.62
Cl: 0.39 -4.68 -7.77
Si: 1.69 2.63 -0.73
Si: -2.69 1.60 -3.39
N: 1.74 -2.10 -0.19
N: 1.68 -0.42 2.37
N: -1.30 -2.41 -0.15
N: -1.28 -0.29 2.20
C: -4.62 -1.02 0.93
C: -0.96 3.90 5.83
C: -0.16 3.78 6.96
C: -3.20 -1.39 1.00
C: -0.41 -4.55 -3.84
C: 2.83 -3.22 -1.81
C: 3.65 -1.21 1.12
C: 2.72 1.13 3.68
C: -2.48 -1.04 2.28
C: -5.60 -1.93 0.52
C: -1.00 -2.76 -1.44
C: 3.04 -0.47 2.11
C: 0.74 2.73 7.07
C: 0.15 0.94 3.77
C: -1.61 0.20 -3.98
C: -6.37 0.65 1.18
C: 1.10 -3.12 -5.66
C: -1.76 2.62 -2.13
C: 0.23 2.48 0.43
C: -0.83 2.98 4.81
C: 1.43 0.54 3.29
C: 0.25 -3.01 -1.97
C: 3.07 -2.01 0.07
C: -4.30 1.01 -2.63
C: -7.31 -0.27 0.74
C: -3.12 2.69 -4.87
C: 5.14 -1.12 1.07
C: -3.20 -2.20 -1.41
C: 3.69 0.49 2.99
C: -1.10 0.38 3.33
C: 7.15 -0.02 0.29
C: 1.07 -2.75 -4.33
C: -2.32 0.32 4.11
C: 3.22 2.93 0.31
C: 0.07 1.91 4.87
C: -2.60 -2.00 -0.08
C: 5.77 -0.12 0.34
C: -6.94 -1.56 0.41
C: -3.15 -0.54 3.49
C: -2.25 -2.67 -2.22
C: -0.40 -4.93 -5.18
C: 7.91 -0.95 0.97
C: 7.33 -1.97 1.69
C: -5.04 0.28 1.27
C: 3.78 -2.71 -0.94
C: 0.84 1.81 6.04
C: 0.30 -3.45 -3.39
C: 1.58 4.14 -1.87
C: 1.56 -2.81 -1.33
C: 1.90 1.10 -1.78
C: 5.94 -2.05 1.74
C: 0.36 -4.21 -6.08
H: -2.13 -0.45 -4.68
H: -0.77 2.84 -2.51
H: 7.63 0.77 -0.27
H: -2.35 -2.87 -3.28
H: 3.02 -3.80 -2.70
H: -4.83 0.31 -3.29
H: -1.00 -5.12 -3.13
H: 1.09 4.98 -1.37
H: 1.64 -1.89 -4.00
H: -0.04 3.44 0.87
H: 1.98 0.20 -1.16
H: 1.34 2.63 7.97
H: 3.11 3.83 0.91
H: -2.47 0.76 5.09
H: -4.30 1.00 1.58
H: -7.68 -2.28 0.10
H: -4.96 1.85 -2.43
H: 2.80 1.16 -2.40
H: -5.31 -2.94 0.30
H: -1.45 3.08 3.92
H: 4.85 -2.81 -1.02
H: 0.53 1.82 1.25
H: -4.11 0.49 -1.68
H: 2.86 1.96 4.36
H: -3.74 3.54 -4.57
H: -2.26 3.57 -1.92
H: -0.72 0.60 -4.49
H: 1.04 0.96 -2.44
H: -1.27 -0.41 -3.14
H: 3.39 2.10 0.99
H: -2.21 3.08 -5.33
H: 5.46 -2.84 2.30
H: 5.15 0.60 -0.19
H: -4.22 -1.95 -1.69
H: -1.66 4.72 5.76
H: 4.11 3.05 -0.32
H: -0.97 -5.79 -5.52
H: 7.95 -2.69 2.21
H: 2.59 4.46 -2.13
H: 1.69 -2.56 -6.38
H: 1.51 0.96 6.15
H: -3.66 2.13 -5.63
H: -4.12 -0.87 3.82
H: 4.75 0.69 3.03
H: -6.68 1.66 1.43
H: 1.04 3.94 -2.80

***

Winner for stability: run ii

***

Run i
DFT (wB97M-V/def2-TZVPD) results for a gas-phase ion, C2H3N2O (charge +1).

Calculated values
Kohn-Sham gap, eV: 12.92
Total charge: +1

Cartesian coordinates (Å):
O: -0.94 -1.56 -0.07
N: -1.55 0.72 -0.09
N: -2.48 1.26 -0.18
C: -0.27 -0.57 -0.10
C: 1.06 -0.10 0.05
H: 1.85 -0.88 -0.13
H: 1.20 0.35 1.09
H: 1.14 0.79 -0.57

***

Run ii
DFT (wB97M-V/def2-TZVPD) results for a gas-phase ion, C2H3N2O (charge +1).

Calculated values
Kohn-Sham gap (spin up / spin down), eV: 7.60 / 7.64
Total charge: +1

Cartesian coordinates (Å):
O: -3.38 -0.14 -0.78
N: -1.02 -0.06 -0.46
N: 0.01 0.13 0.27
C: -2.29 -0.08 -0.50
C: 1.40 0.14 0.26
H: 1.76 -0.74 1.09
H: 1.76 1.05 0.75
H: 1.75 -0.30 -0.64

***

Winner for stability: run i